Below is a 2-piece molecular cluster, C2HO2S2 overall, with properties calculated with ωB97M-V/def2-TZVPD.

Computed properties:
Gap between HOMO and LUMO (alpha / beta): 4.78 / 7.32 eV
LUMO (alpha / beta): 3.6 / 3.1 eV
Spin multiplicity: 3
Charge: -1
<S²>: 2.009

The geometry in XYZ format:
```
7
Properties=species:S:1:pos:R:3:nbo_charge:R:1
C -3.517 -0.403 -0.068 1.0106
C -1.276 0.460 -0.233 -0.7087
O -3.437 -0.873 0.996 -0.5706
O -4.056 -0.028 -1.049 -0.5753
S -1.029 1.990 -0.804 -0.2140
S -0.495 -0.605 0.843 -0.0283
H 0.612 0.100 1.121 0.0863
```

Below is C14H26AuBN8S3 as an isolated structure, with properties calculated with ωB97M-V/def2-TZVPD.

Computed properties:
Gap between HOMO and LUMO (alpha / beta): 5.51 / 5.43 eV
LUMO (alpha / beta): -8.4 / -8.4 eV
Charge: +2

The geometry in XYZ format:
```
53
Properties=species:S:1:pos:R:3:nbo_charge:R:1
Au 0.184 -1.161 0.777 0.9282
C 4.021 0.425 -1.534 -0.4146
N 3.346 1.160 -0.499 -0.3044
C 3.119 2.501 -0.452 -0.0271
C 2.528 2.770 0.752 -0.0180
N 2.395 1.605 1.433 -0.4273
B 2.105 1.381 2.940 0.1287
N 0.600 1.556 3.271 -0.4344
C -0.014 2.710 3.642 -0.0224
C -1.254 2.409 4.126 -0.0347
N -1.395 1.059 4.048 -0.3043
C -2.525 0.295 4.496 -0.4119
C -0.261 0.559 3.510 0.2230
S -0.050 -1.115 3.190 0.0023
C 2.877 0.630 0.649 0.1884
S 2.835 -1.042 0.998 0.0835
H 4.182 1.077 -2.388 0.2339
H 3.422 -0.436 -1.832 0.2290
H 4.985 0.065 -1.173 0.2423
H 3.410 3.168 -1.239 0.2498
H 2.223 3.712 1.163 0.2472
H 2.431 0.266 3.207 0.0009
H 2.719 2.183 3.557 -0.0078
H 0.468 3.662 3.567 0.2483
H -2.026 3.051 4.503 0.2493
H -3.367 0.973 4.627 0.2351
H -2.305 -0.196 5.449 0.2387
H -2.769 -0.470 3.758 0.2223
N -1.891 -2.732 0.820 -0.6626
N -3.121 -2.074 0.727 -0.4284
C -3.254 -0.749 0.561 0.3168
N -4.483 -0.252 0.453 -0.7507
S -1.958 0.331 0.487 -0.2057
H -1.812 -3.445 0.096 0.3935
H -1.777 -3.177 1.731 0.3969
H -3.973 -2.632 0.768 0.4012
H -5.312 -0.827 0.445 0.4177
H -4.597 0.741 0.322 0.4384
C -0.860 0.000 -4.081 -0.5813
C 0.058 -1.215 -3.871 -0.1972
C -0.618 -2.510 -4.351 -0.5826
C 1.397 -1.028 -4.602 -0.5826
C 0.296 -1.315 -2.464 0.5480
N 0.467 -1.383 -1.329 -0.5315
H -1.054 0.112 -5.142 0.2427
H -0.388 0.910 -3.722 0.2222
H -1.814 -0.127 -3.575 0.2212
H -0.859 -2.404 -5.407 0.2434
H -1.544 -2.712 -3.817 0.2170
H 0.051 -3.359 -4.228 0.2301
H 1.209 -0.933 -5.669 0.2449
H 2.044 -1.887 -4.441 0.2291
H 1.905 -0.131 -4.259 0.2155
```

Below is C13H17BF16IInNO4S as an isolated structure, with properties calculated with ωB97M-V/def2-TZVPD.

Computed properties:
Gap between HOMO and LUMO: 6.92 eV
LUMO: 2.1 eV
Charge: -1

The geometry in XYZ format:
```
55
Properties=species:S:1:pos:R:3:mulliken_charge:R:1
C 1.940 -2.511 3.059 -1.1257
In 1.221 -1.920 1.051 0.7968
S 2.518 -3.117 -0.742 -0.6425
C 1.474 0.345 0.779 -0.6047
C 1.900 0.915 2.025 0.1306
O 1.266 1.358 2.934 -0.5103
I 4.105 0.863 2.301 -0.2290
B -1.044 -2.282 0.838 0.0686
N -1.878 -1.238 1.360 -0.2661
O -1.636 -3.402 0.235 -0.5666
H 1.081 -2.520 3.734 0.2476
H 2.380 -3.509 3.040 0.2758
H 2.683 -1.812 3.444 0.2209
H 3.781 -2.878 -0.366 0.1035
H 2.161 0.540 -0.039 0.3486
H 0.477 0.732 0.557 0.2225
H -2.883 -1.393 1.316 0.1742
H -1.590 -0.910 2.272 0.1297
H -2.067 -3.966 0.885 0.2703
C 4.328 -1.770 -6.326 -0.7425
C 3.078 -1.454 -7.158 0.9200
C 2.852 0.007 -7.561 0.0658
F 2.654 0.784 -6.482 -0.2047
F 1.747 0.077 -8.343 -0.2753
F 1.974 -1.947 -6.574 -0.2642
F 3.256 -2.113 -8.352 -0.3417
O 4.150 -1.904 -4.940 -0.3692
C 4.273 -0.830 -4.095 0.8153
C 2.994 -0.601 -3.285 0.7912
F 1.968 -0.354 -4.137 -0.2592
F 3.175 0.500 -2.518 -0.2803
F 4.652 0.283 -4.763 -0.3121
F 5.261 -1.114 -3.216 -0.2791
H 4.633 -2.761 -6.662 0.3948
H 5.136 -1.079 -6.573 0.3171
H 3.706 0.383 -8.130 0.2803
H 2.771 -1.471 -2.656 -0.2954
C -4.621 2.153 5.447 -0.6769
C -5.672 3.062 4.799 0.8881
C -6.502 2.477 3.652 0.0703
F -5.722 2.172 2.599 -0.1962
F -7.408 3.402 3.255 -0.2789
F -5.123 4.231 4.420 -0.2766
F -6.588 3.329 5.786 -0.3385
O -3.292 2.319 5.016 -0.3978
C -2.780 1.588 3.974 0.7020
C -2.264 2.494 2.848 0.2506
F -3.283 3.255 2.380 -0.2544
F -1.801 1.722 1.855 -0.1736
F -3.672 0.688 3.511 -0.2914
F -1.721 0.895 4.442 -0.2902
H -4.611 2.451 6.495 0.3838
H -4.937 1.110 5.409 0.3180
H -7.036 1.582 3.983 0.2862
H -1.466 3.139 3.219 0.2705
```

Below is a 6-piece molecular cluster, CH16N2O5 overall, with properties calculated with ωB97M-V/def2-TZVPD.

Computed properties:
Gap between HOMO and LUMO: 9.26 eV
LUMO: 0.3 eV
Structure (SMILES): NCN.O.O.O.O.O

The geometry in XYZ format:
```
24
Properties=species:S:1:pos:R:3:nbo_charge:R:1
N -2.031 -1.902 -1.731 -0.8356
C -1.435 -1.450 -0.499 -0.0384
N -0.902 -0.074 -0.638 -0.8798
H -2.740 -1.302 -2.070 0.3619
H -1.279 -2.055 -2.345 0.3529
H -2.240 -1.401 0.338 0.1295
H -0.702 -2.086 -0.223 0.1798
H -0.924 0.418 0.237 0.3545
H 0.088 -0.099 -0.975 0.3605
O -1.164 2.224 0.986 -0.9426
H -1.743 1.414 1.463 0.4726
H -1.910 2.643 0.506 0.4790
O 1.883 -1.539 0.039 -0.9696
H 2.604 -1.074 0.546 0.4754
H 1.908 -1.248 -0.858 0.4889
O 2.805 0.269 -1.630 -0.9896
H 3.685 -0.005 -1.781 0.4670
H 2.963 1.253 -1.200 0.5166
O -1.590 -0.454 3.297 -0.9527
H -1.777 -0.652 2.410 0.4678
H -0.746 -0.817 3.608 0.4873
O 2.052 2.619 -0.113 -0.9619
H 1.176 2.390 -0.277 0.4843
H 2.020 2.931 0.911 0.4922
```

Below is C31H36ClGe2NO2Tl as an isolated structure, with properties calculated with ωB97M-V/def2-TZVPD.

Computed properties:
Gap between HOMO and LUMO: 5.85 eV
LUMO: 2.5 eV
Charge: -1

The geometry in XYZ format:
```
74
Properties=species:S:1:pos:R:3:mulliken_charge:R:1
Tl -0.243 0.795 0.421 1.3814
C -1.009 -4.258 -0.924 -1.0783
C -1.242 -2.880 -0.297 -0.4820
Ge -0.359 -1.340 -1.182 0.0169
C -1.036 -1.193 -3.041 -0.5825
C -0.756 -2.346 -4.009 -1.0159
C 1.526 -1.905 -1.333 -1.4516
C 2.663 -1.417 -0.806 1.2876
Ge 2.539 0.213 0.379 0.4912
C 3.279 -0.148 2.213 -0.6938
C 4.750 -0.477 2.503 -0.9524
C 3.527 1.750 -0.449 -0.6232
C 5.039 1.769 -0.702 -0.9788
C 3.982 -2.080 -1.123 0.2395
C 5.172 -1.548 -0.627 0.4901
C 6.412 -2.112 -0.903 -1.0705
C 6.499 -3.247 -1.692 -0.4124
C 5.328 -3.804 -2.194 -0.7884
C 4.097 -3.232 -1.913 -0.4746
H -1.495 -5.043 -0.335 0.4045
H 0.057 -4.498 -0.975 0.2365
H -1.411 -4.317 -1.936 0.2159
H -0.885 -2.880 0.737 0.3760
H -2.310 -2.650 -0.248 0.3034
H -0.615 -0.266 -3.439 0.3589
H -2.113 -1.019 -2.947 0.3196
H 0.314 -2.562 -4.075 0.2063
H -1.103 -2.101 -5.017 0.3995
H -1.261 -3.264 -3.707 0.2135
H 1.614 -2.786 -1.975 -0.1199
H 2.644 -0.948 2.605 0.3404
H 2.998 0.759 2.757 0.3274
H 5.043 -1.434 2.072 0.2353
H 4.927 -0.537 3.583 0.4089
H 5.423 0.290 2.109 0.1883
H 3.259 2.585 0.208 0.3125
H 3.002 1.927 -1.393 0.3285
H 5.609 1.593 0.215 0.2030
H 5.352 2.744 -1.094 0.4064
H 5.338 1.015 -1.431 0.2327
H 5.119 -0.664 -0.009 0.0802
H 7.309 -1.660 -0.496 0.3607
H 7.461 -3.693 -1.914 0.3785
H 5.374 -4.694 -2.811 0.3827
H 3.211 -3.700 -2.321 0.3961
Cl -5.837 4.917 2.201 -0.2697
C -4.201 4.309 2.081 0.4260
C -3.772 3.321 2.952 -0.8279
C -2.482 2.822 2.834 -0.2944
C -1.598 3.284 1.849 1.0112
C -0.253 2.702 1.694 -1.9729
C -2.063 4.299 1.008 -0.3749
C -3.348 4.809 1.112 -0.7519
H -4.447 2.934 3.706 0.4191
H -2.159 2.031 3.504 0.3087
H 0.167 2.314 2.621 0.4815
H 0.461 3.343 1.181 0.5233
H -1.403 4.684 0.238 0.3435
H -3.686 5.594 0.448 0.4120
O -3.561 -0.874 2.799 -0.7552
C -3.640 -0.134 1.840 -0.5911
N -2.598 0.364 1.087 -0.2879
C -3.093 1.182 0.119 0.5362
O -2.393 1.788 -0.697 -0.9315
C -4.593 1.233 0.210 0.2792
C -5.545 1.905 -0.523 -0.3037
C -6.881 1.721 -0.163 -0.5956
C -7.227 0.896 0.902 -0.4519
C -6.247 0.234 1.644 -0.6023
C -4.934 0.422 1.274 0.7105
H -5.264 2.561 -1.338 0.4850
H -7.660 2.233 -0.716 0.4004
H -8.272 0.767 1.158 0.3958
H -6.500 -0.397 2.488 0.4806
```

Below is a 2-piece molecular cluster, C9H24N2O2 overall, with properties calculated with ωB97M-V/def2-TZVPD.

Computed properties:
Gap between HOMO and LUMO (alpha / beta): 7.91 / 9.87 eV
LUMO (alpha / beta): -8.0 / -6.9 eV
Charge: +2

The geometry in XYZ format:
```
37
Properties=species:S:1:pos:R:3:nbo_charge:R:1
C -0.693 -2.350 1.939 -0.4302
C -2.309 0.332 -1.281 -0.3506
C -2.485 0.523 1.163 -0.4260
C -1.226 2.108 0.006 -0.4578
C 0.284 -1.665 -1.478 -0.4095
C 1.168 0.563 -1.650 -0.4889
C 1.944 -0.919 0.194 -0.2688
C 3.046 0.118 0.402 -0.1153
C -0.249 -0.060 0.371 0.7220
N -1.498 0.721 0.058 -0.3342
N 0.772 -0.473 -0.659 -0.3369
O 2.547 1.423 0.765 -0.7407
O 0.238 0.515 1.459 -0.7518
H -1.772 -2.421 1.819 0.1800
H -0.341 -1.513 2.522 0.1910
H -0.206 -3.279 1.844 0.1987
H -2.459 -0.684 -1.341 0.2323
H -3.144 0.965 -1.446 0.2633
H -1.459 0.618 -2.006 0.1958
H -3.379 1.139 0.815 0.2507
H -2.773 -0.594 1.415 0.2641
H -1.995 0.904 2.086 0.2534
H -0.872 2.291 -0.994 0.2256
H -2.155 2.703 0.281 0.2674
H -0.653 2.421 0.857 0.2628
H -0.639 -1.217 -2.087 0.2281
H 0.880 -2.187 -2.132 0.2624
H -0.197 -2.462 -0.787 0.2667
H 1.936 1.380 -1.473 0.2991
H 1.431 0.118 -2.607 0.2664
H 0.293 1.103 -2.053 0.2307
H 1.653 -1.402 1.090 0.2668
H 2.528 -1.649 -0.291 0.2624
H 3.804 -0.096 1.265 0.2620
H 3.630 0.247 -0.605 0.2127
H 3.201 1.842 1.290 0.5244
H 1.148 0.939 1.247 0.5219
```

Below is C11H27N4OPd as an isolated structure, with properties calculated with ωB97M-V/def2-TZVPD.

Computed properties:
Gap between HOMO and LUMO (alpha / beta): 10.32 / 7.35 eV
LUMO (alpha / beta): -9.4 / -13.8 eV
Spin multiplicity: 5
Charge: +3
<S²>: 6.015

The geometry in XYZ format:
```
44
Properties=species:S:1:pos:R:3:nbo_charge:R:1
Pd 0.307 -0.472 -0.054 1.0952
C -1.798 1.471 -1.826 -0.4165
C -2.806 1.507 -0.640 -0.2921
N -2.653 0.392 0.260 -0.1458
C -2.614 0.442 1.703 -0.2988
C -1.598 -0.518 2.346 -0.2490
N -0.204 -0.124 2.047 -0.5902
C 0.846 -0.807 2.859 -0.2389
C 2.209 -0.151 2.641 -0.4497
C 2.990 -0.530 1.385 -0.2418
N 2.424 -0.116 0.063 -0.5810
C 2.640 1.284 -0.408 -0.2654
C 1.529 2.227 0.018 -0.2487
N 0.163 1.685 -0.286 -0.6395
C -0.441 2.132 -1.568 -0.2438
H -2.275 2.003 -2.649 0.2965
H -1.688 0.437 -2.168 0.2223
H -3.809 1.385 -1.083 0.3200
H -2.796 2.440 -0.077 0.2513
H -2.740 -0.536 -0.162 0.4254
H -3.615 0.130 2.050 0.3216
H -2.478 1.477 2.019 0.2477
H -1.761 -1.550 2.030 0.2431
H -1.779 -0.475 3.424 0.2666
H -0.108 0.868 2.260 0.3888
H 0.848 -1.867 2.599 0.2242
H 0.577 -0.727 3.916 0.2462
H 2.842 -0.460 3.475 0.2912
H 2.124 0.935 2.751 0.2180
H 3.090 -1.616 1.342 0.2298
H 4.000 -0.120 1.459 0.2520
H 2.855 -0.724 -0.630 0.4216
H 2.719 1.246 -1.495 0.2385
H 3.592 1.663 -0.030 0.2613
H 1.670 3.200 -0.457 0.2599
H 1.573 2.392 1.095 0.2179
H -0.434 2.076 0.438 0.3801
H 0.231 1.882 -2.389 0.2447
H -0.544 3.220 -1.552 0.2383
C 0.442 -3.735 -0.486 -0.3147
O -0.137 -2.572 -0.050 -0.3853
H 1.532 -3.727 -0.482 0.2128
H 0.092 -3.864 -1.539 0.3104
H -0.004 -4.597 0.027 0.2758
```

Below is C28H35N3OPPd as an isolated structure, with properties calculated with ωB97M-V/def2-TZVPD.

Computed properties:
Gap between HOMO and LUMO: 4.07 eV
LUMO: -13.1 eV
Charge: +3

The geometry in XYZ format:
```
69
Properties=species:S:1:pos:R:3:nbo_charge:R:1
Pd -0.219 0.716 0.111 0.7081
C -1.538 4.861 0.213 -0.7457
C -1.457 3.398 0.208 0.5219
N -0.207 2.732 0.142 -0.2528
N 0.840 3.393 0.027 -0.0300
C 1.993 2.475 -0.036 0.6011
O 1.777 1.245 -0.035 -0.6088
C 3.255 3.116 -0.085 -0.1048
C 3.367 4.530 -0.142 -0.1071
C 4.613 5.111 -0.196 -0.2127
C 5.748 4.304 -0.196 -0.0223
C 5.657 2.906 -0.141 -0.1949
C 4.424 2.311 -0.090 -0.1234
C -2.526 2.485 0.266 0.0046
C -3.844 2.967 0.345 0.0006
C -4.917 2.081 0.432 -0.1686
C -4.622 0.740 0.446 -0.0489
C -3.271 0.294 0.355 0.1164
N -2.255 1.112 0.265 -0.4028
H -0.553 5.312 0.147 0.2920
H -2.032 5.205 1.129 0.3131
H -2.152 5.208 -0.625 0.3120
H 2.481 5.146 -0.153 0.2380
H 4.716 6.186 -0.235 0.2612
H 6.727 4.764 -0.239 0.2584
H 6.560 2.311 -0.137 0.2620
H 4.323 1.235 -0.053 0.2442
H -4.023 4.034 0.342 0.2662
H -5.934 2.443 0.489 0.2893
H -5.399 -0.010 0.522 0.2784
H -3.055 -0.767 0.360 0.2710
C 1.403 -3.809 0.561 -0.6309
C 1.512 -2.285 0.401 -0.3161
C 1.810 -1.687 1.788 -0.6262
C 2.653 -1.941 -0.563 -0.6257
P -0.121 -1.610 -0.176 1.2561
C -1.366 -2.312 0.925 -0.4941
C -2.101 -3.456 0.600 -0.1297
C -2.987 -4.000 1.517 -0.1940
C -3.146 -3.415 2.767 -0.1553
C -2.411 -2.283 3.107 -0.1953
C -1.527 -1.737 2.192 -0.2169
C -0.508 -1.891 -1.977 -0.3376
C -1.996 -1.613 -2.225 -0.6216
C 0.300 -0.868 -2.796 -0.6177
C -0.151 -3.301 -2.473 -0.6211
H 2.383 -4.176 0.872 0.2531
H 1.140 -4.324 -0.361 0.2266
H 0.689 -4.083 1.337 0.2280
H 2.778 -2.068 2.117 0.2529
H 1.075 -1.997 2.530 0.2285
H 1.872 -0.598 1.779 0.2041
H 3.593 -2.220 -0.083 0.2461
H 2.703 -0.878 -0.797 0.2127
H 2.592 -2.503 -1.494 0.2257
H -1.982 -3.939 -0.358 0.2180
H -3.544 -4.890 1.258 0.2513
H -3.832 -3.848 3.482 0.2527
H -2.515 -1.841 4.088 0.2448
H -0.949 -0.861 2.474 0.2167
H -2.249 -0.568 -2.021 0.1892
H -2.659 -2.264 -1.657 0.2248
H -2.199 -1.782 -3.283 0.2574
H 0.045 0.164 -2.530 0.1909
H 0.048 -1.000 -3.849 0.2536
H 1.374 -0.999 -2.698 0.2341
H -0.708 -4.091 -1.973 0.2223
H 0.911 -3.519 -2.386 0.2277
H -0.404 -3.350 -3.533 0.2494
```

Here are the calculated DFT total energy numbers, same order: -1023.64420 -2341.75672 -3370.16305 -533.32973 -6194.64545 -616.41987 -856.27402 -1795.65982 (Eh).